93
Properties=species:S:1:pos:R:3 method="wB97M-V/def2-TZVPD" e_above_lowest_kj_mol=43.9 e_tot_ha=-2395.08576 total_charge=-1 orbital_gap_ev=5.877 lumo_ha=0.078
Bi 0.294 -0.545 0.206
C -4.309 1.913 -1.049
C -3.446 0.915 -0.582
N -2.340 0.579 -1.192
C -1.971 1.242 -2.294
C -2.743 2.313 -2.825
C -3.957 2.607 -2.176
C -2.256 3.044 -3.922
C -0.991 2.783 -4.393
C -0.244 1.711 -3.920
C -0.760 0.832 -2.963
N -0.250 -0.342 -2.567
C 0.461 -1.215 -3.266
C 0.861 -1.150 -4.618
C 1.571 -2.170 -5.225
C 1.863 -3.344 -4.567
C 1.385 -3.533 -3.263
C 1.500 -4.755 -2.569
C 0.943 -4.890 -1.323
C 0.332 -3.778 -0.741
N 0.260 -2.614 -1.345
C 0.727 -2.464 -2.586
H -5.222 2.132 -0.515
H -3.680 0.362 0.319
H -4.585 3.396 -2.569
H -2.864 3.823 -4.358
H -0.568 3.404 -5.172
H 0.756 1.548 -4.295
H 0.583 -0.292 -5.208
H 1.901 -2.041 -6.252
H 2.413 -4.135 -5.057
H 2.003 -5.580 -3.052
H 0.987 -5.826 -0.788
H -0.112 -3.834 0.244
C -2.577 3.938 3.349
C -2.833 3.051 2.127
C -2.252 3.662 0.879
C -2.960 4.640 0.202
C -2.440 5.243 -0.929
C -1.198 4.856 -1.401
C -0.463 3.882 -0.751
C 0.929 3.546 -1.208
C 1.949 4.431 -0.488
C -0.986 3.285 0.405
N -0.286 2.276 1.027
C 0.325 2.427 2.134
C 0.904 1.348 2.840
C 1.488 1.383 4.110
C 1.775 0.065 4.445
C 1.361 -0.709 3.371
N 0.843 0.057 2.404
H -3.001 3.487 4.244
H -3.023 4.921 3.204
H -1.510 4.071 3.510
H -3.913 2.931 2.001
H -2.395 2.065 2.296
H -3.935 4.934 0.569
H -3.003 6.001 -1.450
H -0.790 5.314 -2.292
H 1.008 3.711 -2.285
H 1.145 2.496 -0.997
H 1.745 5.481 -0.697
H 2.960 4.196 -0.816
H 1.892 4.276 0.587
H 0.410 3.411 2.623
H 1.664 2.269 4.693
H 2.221 -0.293 5.358
H 1.411 -1.776 3.256
N 7.724 -6.592 3.687
C 6.886 -5.930 3.265
C 5.854 -5.131 2.730
C 6.140 -4.166 1.759
C 5.127 -3.396 1.233
C 3.802 -3.563 1.654
C 3.523 -4.542 2.616
C 4.531 -5.314 3.147
C 2.769 -2.741 1.149
C 1.857 -2.033 0.781
H 7.162 -4.035 1.429
H 5.350 -2.645 0.490
H 2.503 -4.679 2.945
H 4.310 -6.070 3.887
C -3.976 -2.635 1.886
C -3.094 -2.088 2.799
C -1.882 -1.566 2.367
C -1.533 -1.601 1.028
C -2.422 -2.153 0.119
C -3.638 -2.665 0.542
H -4.930 -3.028 2.216
H -3.357 -2.052 3.848
H -1.214 -1.118 3.086
H -2.169 -2.154 -0.929
H -4.334 -3.070 -0.179



8
Properties=species:S:1:pos:R:3 method="wB97M-V/def2-TZVPD" s2=6.096 e_above_lowest_kj_mol=381.9 e_tot_ha=-789.41774 multiplicity=5 total_charge=+1 orbital_gap_ev="6.673 / 6.935" lumo_ha="-0.224 / -0.219"
O -3.264 0.363 -0.100
Nd -1.292 0.566 1.155
O -3.244 1.596 0.394
C 1.471 -0.623 -0.714
C 1.055 -0.296 0.527
H 2.414 -1.154 -0.910
H 0.984 -0.224 -1.613
H 1.875 -0.228 1.261



7
Properties=species:S:1:pos:R:3 method="wB97M-V/def2-TZVPD" e_above_lowest_kj_mol=525.8 e_tot_ha=-228.55913 total_charge=0 orbital_gap_ev=7.096 lumo_ha=-0.048
C 0.639 -1.010 -2.172
C -0.565 0.506 1.022
C -1.037 1.016 2.114
C -0.106 -0.003 -0.055
O -1.431 1.467 3.092
H 1.180 -1.799 -1.642
H 1.320 -0.176 -2.359